# 1
{
  "formula": "C6H5NO3S",
  "method": "the ωB97M-V functional and the def2-TZVPD basis",
  "symbols": ["O", "N", "O", "C", "C", "O", "C", "C", "C", "S", "C", "H", "H", "H", "H", "H"],
  "xyz": [[2.9047, -0.7082, 1.9183], [2.6671, 0.4098, 1.4842], [3.2744, 1.4636, 1.7140], [1.5481, 0.5972, 0.6433], [0.5141, -0.3553, 0.5032], [0.6998, -1.6220, 0.9248], [-0.7104, 0.0500, -0.1579], [-1.0925, -0.7232, -1.2702], [-2.1571, -0.2458, -1.9245], [-2.7870, 1.1450, -1.1928], [-1.5716, 1.1070, -0.0383], [1.3751, 1.6438, 0.4130], [0.0298, -2.4146, 0.7893], [-0.4834, -1.6144, -1.6471], [-2.6790, -0.7118, -2.7005], [-1.5323, 1.9789, 0.5410]],
  "lowdin_charge": [0.0725, -0.4072, 0.0352, 0.0440, -0.2293, 0.0561, -0.2865, -0.1583, -0.4140, 1.0525, -0.3655, 0.1287, 0.2030, 0.1537, 0.0537, 0.0613],
  "gap_ha": 0.334,
  "smiles": "O=[N+]([O-])/C=C(\\O)c1ccsc1",
  "lumo_energy_ev": -0.26,
  "total_energy_ha": -910.14279,
  "e_above_lowest_kcal_mol": 71.6
}

---

# 2
{
  "formula": "C3H11N2O2S",
  "method": "the ωB97M-V functional and the def2-TZVPD basis",
  "symbols": ["N", "C", "C", "S", "C", "N", "O", "H", "H", "H", "H", "H", "H", "H", "H", "H", "H", "H", "O"],
  "xyz": [[-0.9094, 0.6874, 0.5626], [0.1210, 0.0790, -0.3310], [-0.2600, -1.2725, -0.9590], [-1.1711, -1.0260, -2.5220], [1.2227, -0.3215, 0.7187], [2.4160, 0.2838, 0.6900], [0.8767, -1.1156, 1.5624], [-1.6715, 1.0778, -0.0105], [-1.2503, -0.0219, 1.2164], [-0.5471, 1.5147, 1.0622], [0.6378, 0.7920, -0.9725], [0.6180, -1.9210, -1.0430], [-0.9993, -1.8042, -0.3489], [-1.7783, -2.2348, -2.6444], [2.8689, 0.2993, 1.5932], [2.8976, 0.7894, -0.0439], [-0.8014, 2.4808, 3.2294], [-0.4634, 3.8242, 2.6641], [-0.6429, 2.9148, 2.3779]],
  "lowdin_charge": [0.2506, -0.2555, -0.3620, 1.2202, -0.5269, 0.2298, 0.1181, 0.1897, 0.1830, 0.1262, 0.1641, 0.1437, 0.1190, -0.0006, 0.1468, 0.1417, 0.0734, 0.0856, -0.0469],
  "gap_ha": [0.382, 0.189],
  "total_charge": 2,
  "lumo_energy_ev": [-7.81, -13.07],
  "spin_multiplicity": 2,
  "total_energy_ha": -778.37452,
  "e_above_lowest_kcal_mol": 34.0
}

---

# 3
{
  "formula": "C22H32N2O2",
  "method": "the ωB97M-V functional and the def2-TZVPD basis",
  "symbols": ["C", "C", "C", "C", "C", "C", "C", "C", "C", "C", "C", "C", "N", "C", "O", "C", "O", "C", "C", "C", "C", "C", "N", "C", "C", "C", "H", "H", "H", "H", "H", "H", "H", "H", "H", "H", "H", "H", "H", "H", "H", "H", "H", "H", "H", "H", "H", "H", "H", "H", "H", "H", "H", "H", "H", "H", "H", "H"],
  "xyz": [[-0.6460, -0.6840, 1.6143], [-0.1650, -0.3413, 0.2154], [-0.7298, -1.2933, -0.8517], [-2.2088, -1.1059, -1.0552], [-2.6690, 0.0053, -1.7644], [-4.0260, 0.2323, -1.9427], [-4.9394, -0.6648, -1.4092], [-4.4940, -1.7739, -0.7044], [-3.1372, -1.9960, -0.5236], [-5.6542, -2.5967, -0.2038], [-6.8631, -2.0325, -0.9820], [-6.4457, -0.6236, -1.4575], [1.2914, -0.3609, 0.1866], [1.9849, 0.2794, -0.7803], [1.4519, 0.9229, -1.6702], [3.4974, 0.0705, -0.7063], [3.9229, -0.1813, 0.6275], [3.9601, -1.0556, -1.6550], [4.6151, 0.0057, -2.5881], [6.0909, -0.2312, -2.8752], [6.2903, -1.3999, -3.8347], [5.5365, -1.1878, -5.1486], [5.6689, -2.2835, -6.1073], [4.0594, -0.9413, -4.8635], [3.8517, 0.2163, -3.8927], [4.3188, 1.0882, -1.5183], [-1.7343, -0.6718, 1.6516], [-0.3084, -1.6838, 1.9015], [-0.2662, 0.0321, 2.3443], [-0.4777, 0.6728, -0.0460], [-0.1986, -1.0912, -1.7830], [-0.5118, -2.3230, -0.5536], [-1.9443, 0.6922, -2.1883], [-4.3630, 1.0970, -2.5025], [-2.7907, -2.8680, 0.0226], [-5.5100, -3.6639, -0.3796], [-5.7733, -2.4682, 0.8759], [-7.0701, -2.6649, -1.8460], [-7.7673, -2.0100, -0.3749], [-6.8270, 0.1567, -0.7926], [-6.8212, -0.3968, -2.4565], [1.8129, -0.7996, 0.9284], [3.8935, 0.6484, 1.1184], [4.6853, -1.6954, -1.1510], [3.1685, -1.6704, -2.0854], [6.5165, 0.6816, -3.3090], [6.6219, -0.4125, -1.9358], [7.3537, -1.5548, -4.0375], [5.9198, -2.3240, -3.3720], [5.9413, -0.2916, -5.6349], [6.6401, -2.4259, -6.3595], [5.3394, -3.1499, -5.6936], [3.5357, -0.7600, -5.8031], [3.6331, -1.8602, -4.4396], [2.7912, 0.3611, -3.6787], [4.2066, 1.1467, -4.3523], [3.7629, 1.9606, -1.8583], [5.2153, 1.3876, -0.9726]],
  "lowdin_charge": [-0.0408, -0.3540, -0.1108, -0.2292, -0.0306, -0.0190, -0.1912, -0.1815, 0.0108, -0.1297, -0.1701, -0.1301, 0.1129, -0.4159, 0.0700, -0.3962, 0.0052, -0.0067, -0.4194, -0.1411, -0.1566, -0.4245, 0.0329, -0.1539, -0.1289, -0.0148, 0.0790, 0.0853, 0.0812, 0.1436, 0.1157, 0.1207, 0.1179, 0.1120, 0.1214, 0.1116, 0.1151, 0.1070, 0.1015, 0.1150, 0.1114, 0.1374, 0.1100, 0.1274, 0.1242, 0.1264, 0.1204, 0.1118, 0.1176, 0.1455, 0.0662, 0.0691, 0.1161, 0.1160, 0.1115, 0.1288, 0.1216, 0.1245],
  "gap_ha": 0.337,
  "lumo_energy_ev": 0.64,
  "total_energy_ha": -1117.54624,
  "e_above_lowest_kcal_mol": 18.2
}